A:
ORCA calculation (the ωB97M-V functional and the def2-TZVPD basis) on a structure of composition C5H7NO.

```
! wB97M-V def2-TZVPD RIJCOSX def2/J DEFGRID3
* xyz 0 1
O -1.57996 1.57384 -0.58187
C -1.09486 0.49975 0.13473
C -0.76779 -0.61300 -0.69529
C 0.59004 -1.14517 -0.44759
C 1.52555 0.04223 -0.16527
C 0.60984 0.08639 1.05031
N 0.23162 -1.22677 0.97971
H -2.20154 2.07777 -0.04232
H -1.56941 0.39045 1.10336
H -1.37991 -0.87877 -1.55933
H 0.88746 -2.04846 -0.98207
H 1.54504 0.88467 -0.86372
H 2.53833 -0.28912 0.08676
H 0.66560 0.64621 1.98260
*
```

The calculation puts the lowest unoccupied orbital energy at 0.39 eV.

=====

B:
ORCA calculation (the ωB97M-V functional and the def2-TZVPD basis) on the molecule C5H7NO.

```
! wB97M-V def2-TZVPD RIJCOSX def2/J DEFGRID3
* xyz 0 1
C 0.76490 -0.45854 1.77271
C 0.01902 -1.49044 0.98249
C -0.65509 -0.54962 -0.15642
N -1.01167 0.05238 -1.59796
C -0.37087 1.26746 -1.13764
C 0.44607 0.55027 -0.12065
O 1.01630 0.78809 1.13495
H 1.58298 -0.71290 2.54064
H -0.42049 -2.26847 1.57653
H -1.51173 0.03209 0.45900
H -0.33167 -0.59965 -2.09399
H 0.29244 1.52767 -1.99236
H -1.07249 1.99509 -0.84940
H 1.25230 -0.13344 -0.51790
*
```

The SMILES is C1=C[C@@H]2NC[C@H]2O1. The calculation puts the lowest unoccupied orbital energy at 0.75 eV.

=====

C:
ORCA calculation (the ωB97M-V functional and the def2-TZVPD basis) on a structure of composition C5H7NO.

```
! wB97M-V def2-TZVPD RIJCOSX def2/J DEFGRID3
* xyz 0 1
O -0.64359 -2.25460 -1.41391
C 0.22076 -1.72236 -0.75732
C 0.06861 -0.35381 -0.16868
C -0.83595 0.79384 -0.62822
N -0.18361 1.38786 0.61608
C 1.09941 0.75918 0.09258
C -0.44049 0.02491 1.23811
H 1.18005 -2.24185 -0.54009
H -0.56751 1.31368 -1.55304
H -1.91781 0.66327 -0.54013
H 1.52004 1.28139 -0.77276
H 1.85402 0.60278 0.87029
H 0.20173 -0.19675 2.09659
H -1.49413 -0.16959 1.46027
*
```

The calculation puts the lowest unoccupied orbital energy at 0.73 eV.

=====

D:
ORCA calculation (the ωB97M-V functional and the def2-TZVPD basis) on the molecule C5H7NO.

```
! wB97M-V def2-TZVPD RIJCOSX def2/J DEFGRID3
* xyz 0 1
C -1.48636 -1.10282 0.19064
C -0.26210 -0.33699 0.62109
C 0.97238 -0.37652 -0.36860
C 1.07120 1.15758 -0.66212
O 0.69781 1.70775 1.14832
C -0.24784 1.17111 0.46215
N -0.20232 1.67038 -0.81545
H -2.30706 -0.93043 0.89426
H -1.27238 -2.17572 0.16518
H -1.80395 -0.77329 -0.80280
H 0.06304 -0.58097 1.63495
H 1.86072 -0.90512 -0.00139
H 0.66636 -0.83209 -1.32541
H 1.90415 1.59355 -1.21507
*
```

The calculation puts the lowest unoccupied orbital energy (spin up / spin down) at 0.28 / 0.28 eV.

=====

Preferred: C; penalty for the next structure: 134.1 kJ/mol.

=====

A:
ORCA calculation (the ωB97M-V functional and the def2-TZVPD basis) on the molecule C5H7NO.

```
! wB97M-V def2-TZVPD RIJCOSX def2/J DEFGRID3
* xyz 0 1
O -1.06805 2.21970 -0.33722
C -0.92225 0.87162 -0.65163
C 0.47048 0.23058 -0.72659
C 0.65010 0.25275 0.80827
C 0.85204 -1.45390 0.57463
N -0.19348 -1.11492 -0.41826
C -0.83226 -0.09047 0.52800
H -0.71247 2.74090 -1.06670
H -1.60350 0.52353 -1.44694
H 1.23694 0.32021 -1.49957
H 1.38578 -0.19768 1.45149
H 1.81075 -1.80297 0.15332
H 0.53582 -2.12337 1.39339
H -1.60989 -0.37597 1.23781
*
```

The calculation puts the lowest unoccupied orbital energy at 0.88 eV.

=====

B:
ORCA calculation (the ωB97M-V functional and the def2-TZVPD basis) on a structure of composition C5H7NO.

```
! wB97M-V def2-TZVPD RIJCOSX def2/J DEFGRID3
* xyz 0 1
C -1.02941 -1.29641 0.20155
C -0.56129 0.16239 0.14580
C 0.77344 0.35073 -0.59070
C 1.95320 0.28610 0.22136
O 2.08868 1.33979 0.90592
C -1.59827 0.99057 -0.50137
N -2.42831 1.61794 -1.00835
H -1.99523 -1.38911 0.70809
H -0.28817 -1.89564 0.73989
H -1.12975 -1.69802 -0.81170
H -0.45519 0.54564 1.16898
H 0.78500 -0.19825 -1.54771
H 1.14927 1.65229 0.08408
H 2.73603 -0.46801 0.28413
*
```

The calculation puts the lowest unoccupied orbital energy at -0.12 eV.

=====

Preferred: B; penalty for the next structure: 309.1 kJ/mol.